(P)
23
Properties=species:S:1:pos:R:3 method="wB97M-V/def2-TZVPD" charge=+1 homo_energy_ev=-14.5
C 2.68 0.68 1.29
N 1.25 0.91 0.86
C 0.38 1.19 2.01
H 2.71 0.78 2.37
H 3.03 -0.27 0.95
H 3.28 1.56 1.04
H 0.89 0.05 0.45
H 1.21 1.62 0.13
H -0.07 0.28 2.42
H -0.61 1.47 1.66
H 0.60 1.94 2.77
H -0.26 0.30 -2.74
H 0.75 -0.76 -2.25
O 0.08 -0.13 -1.95
H 0.55 -3.02 0.87
H -0.62 -2.41 0.08
O 0.09 -2.18 0.69
H -2.58 -1.42 1.04
H -2.74 -0.52 -0.31
O -2.34 -0.62 0.56
H -2.94 0.66 -3.38
H -2.92 -0.13 -4.69
O -2.43 0.02 -3.88

***

(Q)
23
Properties=species:S:1:pos:R:3 method="wB97M-V/def2-TZVPD" charge=+1 homo_energy_ev=-13.4
C 0.68 1.47 -0.04
N 0.41 0.11 0.56
C -0.94 -0.41 0.15
H 0.83 1.42 -1.13
H -0.11 2.19 0.13
H 1.64 1.86 0.30
H 0.46 0.30 1.56
H 1.11 -0.45 0.10
H -1.56 0.49 -0.12
H -1.54 -0.96 0.84
H -0.88 -0.90 -0.84
H 1.11 0.91 -3.93
H 2.02 -0.26 -3.88
O 1.48 0.29 -3.30
H 2.37 -0.57 3.99
H 3.38 -0.46 2.97
O 2.42 -0.55 3.01
H -2.47 -2.87 6.14
H -3.67 -3.85 5.41
O -3.37 -3.11 5.93
H -0.72 2.34 -6.37
H -1.80 1.46 -5.63
O -0.87 1.55 -5.84

***

In terms of stability, (P) leads; the second structure lies 0.0196 hartree higher.